Density functional theory data (the ωB97M-V functional and the def2-TZVPD basis) for a 10-piece molecular cluster, C52H122O32P6S4 overall.

The calculation puts the HOMO energy at -10.19 eV. As for the LUMO energy: 0.0044 Eh. For the molar mass, the calculation gives 1573.6 g mol⁻¹. The value obtained for the HOMO-LUMO gap is 10.3 eV.

```
216
Properties=species:S:1:pos:R:3:forces:R:3
C 17.150350 -24.455080 -3.448810 -1.1 0.8 -2.0
C 18.332800 -24.800800 -4.417380 1.0 1.2 1.6
C 19.202960 -23.494620 -4.661130 -0.8 0.2 0.8
S 19.051250 -22.469220 -3.094160 -1.1 -2.3 0.7
O 18.652070 -21.118630 -3.315460 -0.1 0.8 -0.7
O 20.162660 -22.738230 -2.212310 0.1 0.0 -0.5
C 17.591970 -23.423540 -2.418690 1.6 -1.1 0.6
H 16.753090 -25.377130 -3.024430 0.2 0.1 0.3
H 16.343470 -24.103010 -4.091530 -0.2 0.4 0.2
H 18.060960 -25.283630 -5.356040 -0.2 0.1 0.2
H 18.872340 -25.493890 -3.771920 0.8 -0.2 -0.6
H 18.806940 -22.848390 -5.444490 -0.3 -0.1 0.0
H 20.266090 -23.609920 -4.872240 -0.1 -0.4 0.3
H 16.936970 -22.815260 -1.794940 -0.5 0.3 -1.0
H 18.045450 -24.043310 -1.645170 0.6 0.1 0.1
C 10.625440 -17.938230 -3.410700 -0.2 1.0 1.2
C 12.016710 -17.879090 -4.041850 -0.3 0.7 -1.0
C 12.860080 -16.871470 -3.230610 -0.1 -0.4 0.2
S 11.724360 -15.535460 -2.717960 -2.2 1.1 -1.9
O 11.742240 -14.297670 -3.546030 0.7 -2.2 1.6
O 11.734350 -15.478070 -1.272790 0.3 0.2 -0.4
C 10.169470 -16.447020 -3.235080 1.3 -0.8 -0.2
H 10.730840 -18.402530 -2.430180 -0.3 -0.2 0.1
H 9.831640 -18.414940 -3.985780 0.4 -0.4 -0.1
H 11.859010 -17.527390 -5.061430 0.2 0.5 -0.2
H 12.508330 -18.833700 -4.229320 0.0 -0.1 0.7
H 13.789940 -16.520190 -3.677910 -0.3 0.2 -0.3
H 13.125320 -17.309430 -2.268360 0.0 -0.1 0.0
H 9.855370 -16.164930 -4.240010 0.2 0.7 0.2
H 9.380080 -16.244750 -2.511170 0.2 -0.1 0.0
C 10.805000 -5.959140 -5.448390 -0.1 0.4 -0.2
C 10.165870 -4.643140 -4.936180 1.4 -0.6 1.2
C 11.351990 -3.680610 -4.636920 -0.7 1.4 -1.5
S 12.872140 -4.250560 -5.451630 1.0 -2.7 1.4
O 13.728420 -4.987040 -4.459610 -1.5 1.9 -2.1
O 13.391380 -3.224390 -6.347180 -0.2 -0.8 1.0
C 11.949010 -5.526550 -6.415170 -1.3 0.7 1.0
H 10.010400 -6.510360 -5.951250 0.3 -0.3 -0.2
H 11.130900 -6.551620 -4.593480 0.3 0.0 -0.1
H 9.668190 -4.862690 -3.991610 -0.3 0.1 -0.2
H 9.455560 -4.210200 -5.640540 0.2 0.0 0.0
H 11.466530 -3.253030 -3.640850 0.3 -0.7 0.1
H 11.177500 -2.823220 -5.286950 0.0 0.4 0.2
H 12.530070 -6.307610 -6.905480 0.2 0.3 0.3
H 11.390930 -4.893030 -7.104580 0.4 -0.1 -0.7
C 26.310380 -20.872170 -3.860630 0.8 0.8 -0.6
C 27.585410 -20.132680 -3.402540 0.6 0.0 0.2
C 27.794840 -18.785340 -4.119410 -1.5 -0.6 -0.1
S 27.231680 -19.188130 -5.850550 1.7 2.1 0.0
O 28.433010 -19.655710 -6.553670 -1.5 -0.1 0.5
O 26.513460 -18.031130 -6.428400 0.5 -2.2 1.0
C 26.178660 -20.609320 -5.390060 -0.1 -0.2 0.1
H 25.377840 -20.539650 -3.404660 0.3 0.3 0.3
H 26.508470 -21.878850 -3.492580 -0.5 -0.4 -0.8
H 28.455060 -20.742070 -3.648410 0.0 -0.3 -0.4
H 27.610600 -20.178600 -2.313800 -0.1 0.9 0.1
H 28.806770 -18.380330 -4.111740 -0.1 -0.2 -0.3
H 27.084270 -18.027580 -3.789280 0.1 0.1 0.1
H 26.569730 -21.396930 -6.034130 -0.2 -0.1 0.1
H 25.154060 -20.342700 -5.649320 0.1 -0.1 -0.2
C 28.407670 -2.417140 -0.931270 0.3 -0.4 1.5
C 27.779250 -1.930320 -2.179230 0.0 1.4 -0.3
O 26.780900 -2.792240 -2.761180 -0.5 -0.7 0.0
P 25.438850 -3.239010 -2.003430 -1.3 -0.2 0.2
O 24.436350 -2.180600 -1.692800 1.6 -1.3 -0.4
O 24.846170 -4.472150 -2.928940 2.1 1.7 0.4
C 23.451570 -4.695740 -2.907000 -1.4 0.2 1.2
C 23.085570 -5.457970 -1.632710 0.8 -0.2 0.0
O 25.951880 -4.009530 -0.673120 -1.5 1.7 -0.5
C 26.680350 -5.177720 -0.766800 1.9 -1.6 1.3
C 27.395520 -5.494940 0.604840 -0.4 -0.1 -0.8
H 27.701780 -2.338910 -0.104400 0.0 -0.4 0.0
H 28.811190 -3.428470 -0.980990 -0.2 -0.1 -0.2
H 29.249560 -1.807820 -0.602540 0.1 0.3 -0.5
H 27.344230 -0.947480 -1.997880 -0.5 -0.1 0.2
H 28.561700 -1.672470 -2.892940 -0.3 -0.8 -0.7
H 22.943340 -3.731930 -2.936440 -0.1 -0.1 -0.4
H 23.183230 -5.356190 -3.731560 0.2 0.4 -0.3
H 23.386920 -4.978360 -0.701440 0.0 0.4 -0.2
H 22.036460 -5.727710 -1.511440 0.1 -0.1 -0.4
H 23.741110 -6.322740 -1.735370 -0.4 -0.6 0.4
H 26.067880 -6.054590 -0.976760 -0.3 0.2 -0.2
H 27.398190 -5.089460 -1.582300 0.2 -0.2 0.0
H 27.934050 -6.436380 0.496340 0.1 -0.1 -0.2
H 28.114750 -4.766570 0.979420 -0.2 0.3 -0.3
H 26.663240 -5.674350 1.392030 -0.2 0.2 -0.1
C 13.334800 -11.655610 5.865230 -0.2 -1.1 1.0
C 12.834040 -10.858530 4.722410 0.1 0.3 -1.4
O 13.873370 -9.973660 4.304890 0.8 1.2 0.4
P 13.802020 -8.540290 5.038600 0.0 -0.3 0.5
O 13.073000 -8.531580 6.330970 0.6 0.0 -1.2
O 15.336190 -8.115390 5.114660 -1.6 0.6 -0.5
C 16.319910 -8.967370 5.678820 1.6 -1.0 -0.6
C 17.153040 -9.509280 4.488500 0.2 1.1 -0.1
O 13.140380 -7.638780 3.876750 2.3 0.3 2.2
C 11.929300 -8.043200 3.354830 -1.5 1.0 -2.7
C 11.454620 -6.850140 2.484610 0.5 0.0 -0.6
H 12.530720 -12.240250 6.312190 -0.1 -0.1 0.0
H 14.075750 -12.357110 5.481840 0.0 -0.1 0.0
H 13.814410 -11.117410 6.682800 -0.3 0.5 -0.2
H 12.724060 -11.492630 3.842690 -0.4 -0.2 0.1
H 11.954600 -10.217220 4.780790 -0.4 -0.8 0.8
H 16.977570 -8.345880 6.286560 -0.2 0.1 0.1
H 15.940810 -9.758440 6.325810 -0.5 0.1 -0.1
H 17.616080 -8.615140 4.071110 -0.1 0.2 -0.3
H 18.033490 -10.122940 4.679120 -0.4 -0.4 0.6
H 16.534590 -9.929980 3.695640 0.0 -0.2 0.3
H 12.101530 -8.926710 2.740140 -0.2 -0.1 -0.1
H 11.094450 -8.222830 4.032230 0.5 -0.2 0.7
H 11.322370 -5.969250 3.112810 -0.8 -0.2 0.1
H 12.142560 -6.452510 1.738460 1.0 -0.6 0.2
H 10.660020 -7.105110 1.783390 -0.8 0.0 0.8
C 26.129000 -11.260710 0.536900 0.3 0.9 -1.0
C 26.661120 -11.375540 -0.916220 -0.8 -1.5 1.5
O 27.926830 -10.750670 -1.114240 -0.8 0.1 0.0
P 28.540160 -10.683970 -2.565130 1.2 -0.6 -3.1
O 29.104770 -11.944300 -3.183230 -1.8 1.9 1.2
O 29.710530 -9.644140 -2.268890 -2.8 0.6 -1.7
C 30.876010 -10.116060 -1.659190 0.5 -0.3 0.4
C 31.948450 -10.333700 -2.712270 0.6 0.3 -0.4
O 27.446650 -9.856420 -3.554630 1.9 -0.6 3.1
C 26.725490 -10.547410 -4.555950 1.0 0.1 -1.8
C 25.858060 -9.579440 -5.319420 -1.5 0.0 0.7
H 26.175850 -10.213490 0.835610 0.0 0.0 0.3
H 25.077870 -11.545660 0.491950 0.0 -0.1 0.2
H 26.650350 -11.886010 1.261680 0.1 0.1 -0.2
H 26.759390 -12.455230 -1.028960 0.2 -0.1 -0.7
H 25.883820 -11.028390 -1.596950 0.3 0.4 -0.2
H 31.028140 -9.291310 -0.962960 1.1 -0.3 0.2
H 30.613060 -11.008070 -1.090620 0.5 -0.2 0.1
H 31.705080 -11.043960 -3.502460 -0.6 -0.2 0.4
H 32.133320 -9.407490 -3.256370 0.0 0.3 0.2
H 32.918230 -10.655790 -2.332970 -0.1 0.0 0.4
H 27.466030 -10.873130 -5.286430 0.0 -0.8 0.2
H 26.145470 -11.382760 -4.163690 0.1 0.0 0.0
H 25.084930 -9.247470 -4.626480 0.0 0.6 0.0
H 26.322500 -8.717870 -5.799100 0.4 -0.2 0.3
H 25.267670 -10.109950 -6.066470 0.3 -0.2 -0.2
C 11.716690 -11.039820 -9.874220 0.9 0.7 0.5
C 11.624140 -10.587400 -11.323300 -2.6 0.4 1.5
O 12.763230 -10.941310 -11.971670 3.2 -0.5 -2.7
P 13.810810 -9.962570 -12.699410 -2.0 0.2 -1.6
O 14.642780 -9.227010 -11.768390 0.8 0.4 0.4
O 14.625360 -10.782800 -13.844120 -1.6 0.0 1.7
C 16.056440 -10.877390 -13.706440 0.2 1.9 -0.5
C 16.603690 -9.481040 -14.291820 0.4 -2.6 -0.2
O 12.774510 -9.033560 -13.605860 1.0 -1.0 0.8
C 13.306620 -7.829140 -14.166620 0.6 1.6 0.3
C 13.117160 -6.625100 -13.231230 -0.7 -0.6 1.4
H 10.829200 -10.827110 -9.278220 -0.2 -0.3 -0.3
H 12.106930 -12.047960 -9.734790 -0.6 -0.3 -0.3
H 12.502680 -10.451030 -9.401310 0.1 0.3 0.0
H 10.767960 -11.036460 -11.826700 0.0 -0.3 -0.1
H 11.396670 -9.521930 -11.357390 0.4 0.2 0.0
H 16.319180 -11.158740 -12.686680 0.1 0.6 0.1
H 16.359820 -11.731550 -14.311810 0.0 0.3 -0.4
H 16.543790 -8.588180 -13.669470 -0.1 -0.5 0.2
H 17.615180 -9.697490 -14.635570 0.3 0.4 0.3
H 16.065110 -9.361200 -15.231860 -0.3 0.2 0.1
H 14.369040 -7.933210 -14.386890 0.0 -0.2 0.0
H 12.821900 -7.552830 -15.103000 -0.3 -0.8 -0.1
H 13.391840 -5.630040 -13.581230 0.2 -0.3 -0.4
H 12.086370 -6.575800 -12.880340 -0.5 0.1 -0.7
H 13.560420 -6.785680 -12.248460 0.8 -0.1 -0.2
C 21.311380 -14.963990 -4.231260 -0.3 -0.3 -0.9
C 20.730360 -14.598690 -2.870890 0.5 0.0 -0.7
O 19.428690 -13.982750 -3.110650 -0.8 2.3 0.0
P 19.275640 -12.320850 -2.981900 -0.4 -0.5 0.6
O 19.856980 -11.801000 -1.695410 -0.9 -0.5 -2.7
O 19.923760 -11.702630 -4.375240 0.9 0.2 4.3
C 19.502810 -12.170680 -5.567380 -2.1 -0.4 -3.8
C 19.072800 -10.987840 -6.462490 0.9 1.1 0.5
O 17.639270 -12.028600 -3.257040 3.1 -2.5 0.4
C 17.197510 -10.686370 -3.268840 0.0 0.7 -0.6
C 16.901890 -10.233350 -1.882370 -0.3 0.5 1.0
H 22.073700 -15.728740 -4.380040 0.6 0.2 1.2
H 20.540040 -15.502650 -4.781700 -0.6 0.6 -0.2
H 21.651550 -14.085420 -4.779440 -0.2 0.0 -0.1
H 20.596050 -15.526990 -2.315620 -0.4 0.4 0.3
H 21.350370 -13.888600 -2.323670 0.0 -0.2 0.1
H 20.255150 -12.706030 -6.146610 0.4 -0.2 0.5
H 18.656190 -12.847190 -5.450520 0.0 -0.2 0.0
H 18.837560 -11.156800 -7.513320 -0.4 -0.6 0.3
H 18.362890 -10.314000 -5.982850 -0.6 -0.5 -0.1
H 19.911190 -10.295170 -6.536130 0.6 -0.1 0.0
H 17.946900 -10.087880 -3.786830 0.0 0.3 0.2
H 16.312240 -10.669230 -3.904510 -0.1 -0.1 0.1
H 16.219480 -9.384210 -1.845400 0.0 0.1 -0.2
H 16.413930 -11.045010 -1.342740 0.0 0.0 0.0
H 17.793600 -9.948950 -1.323730 0.1 -0.2 -0.1
C 17.045320 -16.488570 -10.777870 1.5 0.0 -0.5
C 18.073340 -17.290610 -9.924220 -2.0 -0.5 -0.4
O 19.440390 -17.009450 -10.212310 0.3 0.4 -1.1
P 20.303780 -17.855700 -11.285260 1.0 -1.1 1.4
O 20.425160 -19.297280 -10.876610 0.0 2.4 -1.2
O 19.679190 -17.551690 -12.739580 0.2 -0.3 2.0
C 20.252520 -18.198820 -13.895770 -1.7 0.1 -1.0
C 19.191740 -19.225930 -14.421400 0.8 0.0 0.5
O 21.739980 -17.055300 -11.282350 -2.4 -1.4 0.5
C 21.813960 -15.668970 -11.550130 0.3 0.8 -0.7
C 22.329270 -15.431470 -12.949590 0.8 1.0 -0.4
H 17.446540 -16.506160 -11.791180 -0.1 0.2 -0.2
H 16.044490 -16.911530 -10.864770 0.1 -0.2 0.6
H 17.009920 -15.452410 -10.441380 -0.2 0.0 -0.1
H 17.818450 -17.080300 -8.885530 0.8 0.0 0.2
H 17.872100 -18.349000 -10.089780 0.2 -0.1 0.1
H 20.359610 -17.303410 -14.508030 0.4 -0.6 -0.7
H 21.210600 -18.682990 -13.706640 -0.1 0.1 0.2
H 18.167850 -18.856790 -14.480520 0.2 0.5 0.2
H 19.403840 -19.675780 -15.391320 0.4 0.3 -0.1
H 19.194830 -20.049140 -13.706970 -0.1 0.0 0.1
H 20.926030 -15.036960 -11.565530 -0.9 -0.9 0.7
H 22.405500 -15.212850 -10.756330 0.5 -0.3 -0.2
H 23.026260 -16.152860 -13.376100 0.0 -0.2 0.4
H 21.546440 -15.256890 -13.687700 -0.2 -0.3 0.1
H 22.846310 -14.474530 -12.878650 0.3 0.1 -0.3
```
Positions in Å, forces in eV/Å.